1.
ORCA calculation (wB97M-V/def2-TZVPD) on 2 unconnected molecules or ions with the total composition C5H14 at a distorted geometry.

Atoms and positions in Å:
C -1.893 -0.130 -1.072
C -0.616 -0.805 -0.531
C -0.904 -2.298 -0.255
H -2.689 0.028 -0.346
H -1.620 0.917 -1.317
H -2.321 -0.668 -1.933
H 0.155 -0.639 -1.296
H 0.005 -0.327 0.230
H -0.887 -2.600 0.792
H -1.840 -2.741 -0.629
H -0.166 -2.874 -0.845
C 1.104 1.990 0.625
C 2.201 1.108 1.184
H 1.317 2.394 -0.382
H 0.045 1.797 0.567
H 1.221 2.912 1.247
H 2.354 0.149 0.671
H 3.167 1.625 1.184
H 2.050 0.870 2.255

Calculated values
* structure (SMILES): CCC.CC
* frontier orbital gap: 11.941 eV
* DFT total energy: -198.85557 hartree
* total charge: 0

=====

2.
ORCA calculation (wB97M-V/def2-TZVPD) on 2 unconnected molecules or ions with the total composition C5H14 at a distorted geometry.

Atoms and positions in Å:
C -0.728 -0.418 1.810
C 0.773 -0.005 1.670
C 1.211 1.419 2.039
H -0.817 -1.499 1.905
H -1.177 0.084 2.658
H -1.211 -0.151 0.874
H 1.363 -0.733 2.225
H 1.012 -0.192 0.628
H 2.013 1.776 1.404
H 0.364 2.108 1.945
H 1.471 1.467 3.091
C -0.952 -0.974 -2.091
C -0.132 -0.029 -2.988
H -0.960 -1.965 -2.545
H -0.405 -1.146 -1.162
H -1.888 -0.485 -1.826
H 0.625 0.513 -2.416
H -0.755 0.788 -3.345
H 0.193 -0.557 -3.877

Calculated values
* structure (SMILES): CCC.CC
* frontier orbital gap: 12.434 eV
* DFT total energy: -198.86980 hartree
* total charge: 0

=====

3.
ORCA calculation (wB97M-V/def2-TZVPD) on 2 unconnected molecules or ions with the total composition C5H14 at a distorted geometry.

Atoms and positions in Å:
C 1.747 -0.831 -0.854
C 0.978 -1.952 -0.147
C -0.281 -1.633 0.579
H 2.502 -1.355 -1.374
H 1.274 -0.290 -1.663
H 2.234 -0.049 -0.231
H 1.833 -2.192 0.612
H 0.795 -2.867 -0.678
H -0.588 -2.317 1.304
H -1.204 -1.553 -0.017
H -0.252 -0.780 1.279
C -1.108 1.484 -0.242
C -1.302 2.691 0.647
H -0.589 1.954 -1.161
H -0.375 0.723 0.045
H -1.967 1.095 -0.596
H -0.317 2.848 1.044
H -1.939 2.587 1.463
H -1.616 3.638 0.078

Calculated values
* structure (SMILES): CCC.CC
* frontier orbital gap: 12.003 eV
* DFT total energy: -198.83862 hartree
* total charge: 0

=====

4.
ORCA calculation (wB97M-V/def2-TZVPD) on 2 unconnected molecules or ions with the total composition C5H14 at a distorted geometry.

Atoms and positions in Å:
C 0.349 1.208 1.992
C 0.627 1.341 0.492
C -0.662 2.026 -0.085
H 1.150 0.648 2.480
H -0.458 0.496 2.182
H 0.378 2.191 2.477
H 1.477 1.978 0.241
H 0.615 0.355 0.029
H -0.475 2.410 -1.106
H -1.366 1.203 -0.179
H -1.009 2.828 0.557
C -0.284 -2.068 -0.358
C 0.126 -2.164 -1.830
H 0.639 -2.040 0.216
H -0.945 -1.204 -0.267
H -0.938 -2.918 -0.094
H 0.942 -2.815 -2.152
H 0.633 -1.238 -2.195
H -0.800 -2.237 -2.399

Calculated values
* structure (SMILES): CCC.CC
* frontier orbital gap: 12.138 eV
* DFT total energy: -198.86168 hartree
* total charge: 0

=====

5.
ORCA calculation (wB97M-V/def2-TZVPD) on 2 unconnected molecules or ions with the total composition C5H14 at a distorted geometry.

Atoms and positions in Å:
C 0.257 -0.445 -2.740
C 0.579 -0.068 -1.278
C 1.710 -0.826 -0.665
H -0.324 -1.414 -2.745
H 1.033 -0.776 -3.452
H -0.390 0.288 -3.157
H 0.924 0.951 -1.291
H -0.377 -0.287 -0.746
H 1.570 -1.854 -0.625
H 2.625 -0.721 -1.212
H 1.820 -0.564 0.313
C -0.919 1.272 1.806
C -1.366 0.014 2.487
H -1.935 1.854 1.992
H -0.192 1.884 2.263
H -0.539 1.352 0.776
H -0.709 -0.883 2.334
H -2.420 -0.141 2.422
H -1.348 0.367 3.519

Calculated values
* structure (SMILES): CCC.CC
* frontier orbital gap: 12.157 eV
* DFT total energy: -198.83609 hartree
* total charge: 0

=====

6.
ORCA calculation (wB97M-V/def2-TZVPD) on 2 unconnected molecules or ions with the total composition C5H14 at a distorted geometry.

Atoms and positions in Å:
C -0.684 -0.738 -0.688
C -1.914 0.148 -0.463
C -3.038 -0.667 0.141
H 0.101 -0.314 -1.311
H -0.213 -0.865 0.290
H -0.846 -1.756 -1.045
H -1.550 0.987 0.136
H -2.176 0.616 -1.418
H -2.809 -1.028 1.143
H -4.034 -0.219 0.121
H -3.189 -1.529 -0.519
C 2.461 1.365 0.718
C 2.619 -0.087 0.197
H 1.702 1.921 0.168
H 2.239 1.376 1.784
H 3.365 1.971 0.619
H 2.466 -0.826 0.977
H 1.897 -0.122 -0.604
H 3.605 -0.233 -0.246

Calculated values
* structure (SMILES): CCC.CC
* frontier orbital gap: 12.470 eV
* DFT total energy: -198.87192 hartree
* total charge: 0

=====

7.
ORCA calculation (wB97M-V/def2-TZVPD) on a gas-phase ion, C5H14BFO2PS (charge +1).

Atoms and positions in Å:
C -2.689 0.609 1.814
P -0.872 0.826 1.918
C -0.577 2.484 1.181
S -0.353 -0.535 0.285
C 1.454 -0.354 0.110
C 2.144 -1.719 0.117
C 2.359 -2.249 -1.280
F 3.109 -1.349 -1.999
B -1.082 0.117 -1.381
O -1.765 -0.791 -2.108
O -0.890 1.390 -1.762
H -2.975 -0.062 1.007
H -3.179 1.562 1.646
H -3.031 0.176 2.746
H -0.248 3.147 1.973
H 0.185 2.427 0.410
H -1.487 2.890 0.744
H 1.668 0.199 -0.798
H 1.772 0.245 0.959
H 1.550 -2.450 0.659
H 3.107 -1.610 0.604
H 2.877 -3.202 -1.244
H 1.416 -2.402 -1.808
H -1.216 -1.444 -2.552
H -1.279 2.095 -1.241

Calculated values
* frontier orbital gap: 9.481 eV
* DFT total energy: -1213.48553 hartree
* total charge: +1

=====

8.
ORCA calculation (wB97M-V/def2-TZVPD) on a molecular structure, C5H14BFO8PS2Ti at a distorted geometry.

Atoms and positions in Å:
C 0.476 2.308 1.428
B 0.801 1.267 0.154
C -0.330 0.088 -0.031
C -1.885 0.614 -0.054
C -2.772 -0.638 -0.720
S -2.984 -2.086 0.485
O -1.692 -2.939 0.583
O -4.130 -3.046 -0.019
O -3.385 -1.452 2.017
C 2.256 0.557 0.547
P 2.526 -1.160 -0.244
O 4.068 -1.541 0.034
O 2.161 -1.256 -1.944
O 1.586 -2.452 0.531
S 1.026 2.382 -1.357
O 2.081 3.520 -1.074
O 1.542 1.642 -2.622
F -0.442 3.221 -1.780
H 0.567 1.754 2.480
H -0.535 2.883 1.294
H 1.387 3.079 1.419
H -0.235 -0.619 0.923
H -0.181 -0.536 -1.038
H -2.345 0.792 1.031
H -2.078 1.561 -0.716
H -3.826 -0.301 -1.100
H -2.194 -1.099 -1.655
H -2.522 -1.063 2.389
H 2.246 0.473 1.737
H 3.126 1.285 0.259
H 1.316 -1.803 -2.086
H 1.502 -2.193 1.495
Ti 2.870 -3.240 -2.367

Calculated values
* frontier orbital gap: 3.683 eV
* DFT total energy: -2912.12395 hartree
* total charge: +1

=====

9.
ORCA calculation (wB97M-V/def2-TZVPD) on a gas-phase ion, C5H14BN2O (charge +1).

Atoms and positions in Å:
C 2.744 -0.176 0.752
B 1.881 0.665 -0.230
O 2.424 1.757 -0.871
C 0.325 0.320 -0.535
C -0.521 1.141 0.431
N -1.804 0.457 0.831
C -2.282 -0.438 -0.260
C -1.294 -1.578 -0.304
N 0.111 -1.145 -0.436
H 3.117 0.426 1.581
H 3.624 -0.553 0.236
H 2.208 -1.021 1.171
H 2.389 1.627 -1.838
H 0.127 0.682 -1.547
H -0.807 2.050 -0.085
H -0.014 1.451 1.340
H -1.622 -0.157 1.628
H -2.507 1.143 1.101
H -2.337 0.098 -1.202
H -3.269 -0.822 -0.035
H -1.389 -2.104 0.651
H -1.558 -2.299 -1.069
H 0.455 -1.522 -1.310

Calculated values
* structure (SMILES): CB(O)[C@@H]1C[NH2+]CCN1
* frontier orbital gap: 9.547 eV
* DFT total energy: -408.29913 hartree
* total charge: +1

=====

10.
ORCA calculation (wB97M-V/def2-TZVPD) on a molecular structure, C5H14BaO5 at a distorted geometry.

Atoms and positions in Å:
Ba 0.678 -1.692 -0.967
C 2.816 0.131 1.644
O 2.773 -0.209 0.233
H 3.786 -0.168 2.044
H 2.605 1.182 1.799
H 2.121 -0.510 2.187
H 3.616 0.000 -0.185
C -0.085 -4.517 1.340
O -0.297 -3.993 -0.003
H 0.437 -3.775 1.941
H -1.039 -4.733 1.815
H 0.516 -5.422 1.292
H -0.878 -4.608 -0.468
C 0.504 2.726 -1.001
O -0.855 2.548 -1.371
C -1.434 1.419 -1.052
O -0.825 0.385 -0.762
O -2.694 1.406 -1.099
C -3.460 2.646 -1.144
H 0.688 2.667 0.075
H 0.806 3.719 -1.315
H 1.157 1.988 -1.471
H -4.500 2.354 -1.188
H -3.231 3.192 -2.056
H -3.206 3.261 -0.288

Calculated values
* frontier orbital gap: 10.712 eV
* DFT total energy: -600.10337 hartree
* total charge: +2

=====

11.
ORCA calculation (wB97M-V/def2-TZVPD) on a molecular structure, C5H14Br2N4 at a distorted geometry.

Atoms and positions in Å:
C 2.064 2.096 0.702
C -0.742 0.503 -0.103
C -1.146 -0.967 -0.064
C 0.016 0.951 1.127
C -2.243 -1.418 -0.918
N 3.010 2.928 0.457
N 3.240 -0.297 0.185
N 0.796 2.144 0.817
N -2.531 -2.820 -0.595
Br 2.105 -1.241 -0.861
Br 4.970 0.172 -0.531
H -1.653 1.060 -0.233
H -0.151 0.708 -0.890
H -1.412 -1.219 0.994
H -0.213 -1.450 -0.080
H 0.690 0.192 1.274
H -0.674 1.164 2.032
H -3.192 -0.811 -0.745
H -2.088 -1.289 -2.036
H 3.819 2.352 0.183
H 2.827 3.866 0.308
H 0.173 2.807 0.369
H -3.083 -2.754 0.298
H -1.616 -3.333 -0.384
H -2.967 -3.343 -1.307

Calculated values
* frontier orbital gap (alpha / beta): 7.790 / 8.336 eV
* DFT total energy: -5565.16187 hartree
* total charge: +2

=====

12.
ORCA calculation (wB97M-V/def2-TZVPD) on a molecular structure, C5H14BrFNO3PSSb at a distorted geometry.

Atoms and positions in Å:
C 2.666 -0.903 1.316
C 1.992 0.471 1.419
C 1.695 1.016 0.027
Br 1.768 2.975 -0.025
Sb -0.165 0.128 -0.859
N 0.921 -0.630 -2.527
C -2.021 -0.846 -1.639
C -2.578 -1.952 -0.858
O -3.753 -2.126 -0.604
F -1.689 -2.877 -0.452
P -1.643 1.097 1.012
O -1.056 2.396 1.782
O -2.942 1.726 0.307
S -2.158 -0.271 2.311
H 2.049 -1.661 1.771
H 2.812 -1.201 0.292
H 3.604 -0.921 1.844
H 1.085 0.350 1.996
H 2.692 1.149 1.881
H 2.506 0.697 -0.598
H 0.171 -1.302 0.069
H -0.477 1.574 -1.800
H 1.254 0.200 -3.004
H 1.766 -1.055 -2.162
H -2.820 -0.151 -1.817
H -1.702 -1.279 -2.574
H -0.270 2.161 2.273
H -3.707 1.236 0.620

Calculated values
* frontier orbital gap: 7.643 eV
* DFT total energy: -4133.11365 hartree
* total charge: -1